A gas-phase ion, C4H7N2 (charge +1) at a distorted geometry. Source: the Open Molecules 2025 dataset; level of theory: the ωB97M-V functional and the def2-TZVPD basis.

**Gap between HOMO and LUMO (spin up / spin down)**: 8.114 / 5.004 eV
**⟨S²⟩**: 2.014
**HOMO (spin up / spin down)**: -0.4416 / -0.5225 hartree

Structure (ORCA input):
```
! wB97M-V def2-TZVPD RIJCOSX def2/J DEFGRID3
* xyz 1 3
C -0.01 0.27 -1.43
C -0.52 -0.33 -2.42
C 0.90 1.62 0.61
C -0.58 -0.19 0.65
N 0.01 -1.43 0.93
N 0.28 0.75 -0.15
H -0.88 -0.70 -3.28
H 1.67 2.19 0.09
H 0.63 1.73 1.64
H -0.76 0.15 1.60
H -1.45 -0.26 0.05
H -0.21 -2.24 0.38
H 0.93 -1.57 1.32
*
```

Atomic charges from the natural (NBO) analysis, expressed in e, are listed below:
1. C 0.331
2. C 0.018
3. C -0.150
4. C -0.056
5. N -0.755
6. N -0.358
7. H 0.258
8. H 0.220
9. H 0.229
10. H 0.238
11. H 0.217
12. H 0.399
13. H 0.408

=====

2 unconnected molecules or ions with the total composition C4H7N2O at a distorted geometry. Source: the Open Molecules 2025 dataset; level of theory: the ωB97M-V functional and the def2-TZVPD basis.

**Gap between HOMO and LUMO**: 9.250 eV
**HOMO**: -0.5663 hartree

Structure (ORCA input):
```
! wB97M-V def2-TZVPD RIJCOSX def2/J DEFGRID3
* xyz 1 1
C -1.83 0.82 -0.31
C -1.90 -0.58 -0.65
C -0.82 0.94 0.54
C 0.71 -0.81 1.27
N -0.94 -1.23 -0.10
N -0.24 -0.32 0.61
O 2.54 -0.06 -0.76
H -2.37 1.74 -0.72
H -2.45 -0.97 -1.43
H -0.54 1.82 1.06
H 1.33 -0.23 1.84
H 0.93 -1.78 1.02
H 2.80 0.86 -0.67
H 2.79 -0.21 -1.69
*
```

Atomic charges from the natural (NBO) analysis, expressed in e, are listed below:
1. C -0.212
2. C 0.095
3. C -0.047
4. C 0.257
5. N -0.220
6. N -0.137
7. O -0.963
8. H 0.283
9. H 0.244
10. H 0.265
11. H 0.220
12. H 0.243
13. H 0.478
14. H 0.494

=====

2 unconnected molecules or ions with the total composition C4H7N2O at a distorted geometry. Source: the Open Molecules 2025 dataset; level of theory: the ωB97M-V functional and the def2-TZVPD basis.

**Gap between HOMO and LUMO**: 12.357 eV
**HOMO**: -0.5713 hartree

Structure (ORCA input):
```
! wB97M-V def2-TZVPD RIJCOSX def2/J DEFGRID3
* xyz 1 1
C 0.12 -1.03 -0.23
C 4.16 0.08 -0.14
C -0.20 0.34 -0.67
C -0.58 1.40 0.32
N 1.13 -0.31 -0.58
N -0.23 -2.18 0.22
O 5.24 0.20 0.13
H 2.14 -0.16 -0.49
H -0.56 0.48 -1.68
H -0.25 1.14 1.33
H -1.66 1.53 0.32
H -0.12 2.34 0.04
H -1.21 -2.42 0.34
H 0.45 -2.90 0.44
*
```

Atomic charges from the natural (NBO) analysis, expressed in e, are listed below:
1. C 0.533
2. C 0.473
3. C -0.014
4. C -0.649
5. N -0.515
6. N -0.702
7. O -0.412
8. H 0.445
9. H 0.230
10. H 0.228
11. H 0.250
12. H 0.249
13. H 0.445
14. H 0.439

=====

2 unconnected molecules or ions with the total composition C4H7N2O at a distorted geometry. Source: the Open Molecules 2025 dataset; level of theory: the ωB97M-V functional and the def2-TZVPD basis.

**Gap between HOMO and LUMO**: 10.635 eV
**HOMO**: -0.5598 hartree

Structure (ORCA input):
```
! wB97M-V def2-TZVPD RIJCOSX def2/J DEFGRID3
* xyz 1 1
C 3.48 -0.04 0.70
C -1.10 -0.49 0.13
C -2.41 0.00 0.70
C 0.91 0.14 -1.09
N 2.55 -0.18 0.03
N -0.25 0.50 -0.63
O -0.91 -1.64 -0.09
H 4.31 0.12 1.29
H -2.45 0.09 1.76
H -3.06 -0.72 0.40
H -2.71 1.04 0.46
H 0.86 -0.97 -1.44
H -0.65 1.41 -0.47
H 1.43 0.76 -1.76
*
```

Atomic charges from the natural (NBO) analysis, expressed in e, are listed below:
1. C 0.300
2. C 0.700
3. C -0.730
4. C 0.123
5. N -0.339
6. N -0.570
7. O -0.470
8. H 0.263
9. H 0.274
10. H 0.268
11. H 0.242
12. H 0.272
13. H 0.430
14. H 0.238

=====

2 unconnected molecules or ions with the total composition C4H7N2O at a distorted geometry. Source: the Open Molecules 2025 dataset; level of theory: the ωB97M-V functional and the def2-TZVPD basis.

**Gap between HOMO and LUMO**: 9.808 eV
**HOMO**: -0.5006 hartree

Structure (ORCA input):
```
! wB97M-V def2-TZVPD RIJCOSX def2/J DEFGRID3
* xyz 1 1
C -1.99 0.09 -0.03
C -0.74 0.73 -0.06
C -0.39 -1.32 0.50
C 2.12 0.35 -0.06
N -1.70 -1.17 0.22
N 0.19 -0.15 0.26
O 1.98 1.65 -0.37
H -3.09 0.49 -0.10
H -0.46 1.76 -0.19
H 0.18 -2.24 0.70
H 2.50 0.18 0.93
H 2.15 -0.27 -0.86
H -2.36 -1.87 0.27
H 1.59 1.77 -1.21
*
```

Atomic charges from the natural (NBO) analysis, expressed in e, are listed below:
1. C -0.046
2. C -0.098
3. C 0.168
4. C 0.311
5. N -0.453
6. N -0.400
7. O -0.600
8. H 0.274
9. H 0.236
10. H 0.244
11. H 0.229
12. H 0.191
13. H 0.438
14. H 0.504

=====

2 unconnected molecules or ions with the total composition C4H7N2O at a distorted geometry. Source: the Open Molecules 2025 dataset; level of theory: the ωB97M-V functional and the def2-TZVPD basis.

**Gap between HOMO and LUMO (spin up / spin down)**: 6.773 / 6.768 eV
**HOMO (spin up / spin down)**: -0.4436 / -0.4435 hartree

Structure (ORCA input):
```
! wB97M-V def2-TZVPD RIJCOSX def2/J DEFGRID3
* xyz 1 1
C 0.26 2.16 0.10
C 1.78 -0.26 -0.37
C 1.92 -1.52 0.34
C -2.42 -0.09 -0.21
N -0.68 1.49 0.25
N -1.28 0.43 0.49
O 1.67 0.81 -0.69
H 0.89 3.02 -0.05
H 1.34 -1.49 1.26
H 2.96 -1.73 0.58
H 1.62 -2.20 -0.36
H -2.27 0.09 -1.26
H -2.49 -1.22 -0.02
H -3.28 0.51 -0.07
*
```

Atomic charges from the natural (NBO) analysis, expressed in e, are listed below:
1. C 0.027
2. C 0.908
3. C -0.768
4. C -0.440
5. N 0.011
6. N -0.339
7. O -0.267
8. H 0.276
9. H 0.327
10. H 0.321
11. H 0.299
12. H 0.189
13. H 0.232
14. H 0.223

=====

A gas-phase ion, C4H7N2O3S (charge -1) at a distorted geometry. Source: the Open Molecules 2025 dataset; level of theory: the ωB97M-V functional and the def2-TZVPD basis.

**Gap between HOMO and LUMO**: 8.909 eV
**SMILES**: CCCN(C#N)S(=O)(=O)[O-]
**HOMO**: -0.1928 hartree

Structure (ORCA input):
```
! wB97M-V def2-TZVPD RIJCOSX def2/J DEFGRID3
* xyz -1 1
C -1.01 1.41 -0.09
C 1.53 0.21 -1.11
C 1.70 0.19 0.37
C 0.32 -0.20 0.93
N -1.11 2.45 -0.58
N -0.83 0.22 0.37
O -2.95 -0.95 1.34
O -3.12 -0.23 -0.89
O -1.66 -2.04 -0.38
S -2.33 -0.87 0.07
H 1.28 -0.86 -1.32
H 0.77 0.81 -1.32
H 2.34 0.48 -1.68
H 2.00 1.20 0.69
H 2.45 -0.53 0.78
H 0.19 -1.29 0.89
H 0.45 0.01 1.94
*
```

Atomic charges from the natural (NBO) analysis, expressed in e, are listed below:
1. C 0.449
2. C -0.600
3. C -0.388
4. C -0.209
5. N -0.477
6. N -0.711
7. O -1.000
8. O -0.974
9. O -1.011
10. S 2.545
11. H 0.200
12. H 0.217
13. H 0.189
14. H 0.185
15. H 0.196
16. H 0.225
17. H 0.163

=====

A gas-phase ion, C4H7N2O3S (charge +1) at a distorted geometry. Source: the Open Molecules 2025 dataset; level of theory: the ωB97M-V functional and the def2-TZVPD basis.

**Gap between HOMO and LUMO**: 10.123 eV
**SMILES**: NC(=[NH2+])CS(=O)(=O)C=C=O
**HOMO**: -0.5316 hartree

Structure (ORCA input):
```
! wB97M-V def2-TZVPD RIJCOSX def2/J DEFGRID3
* xyz 1 1
C -0.11 -1.06 -0.74
C 0.93 1.11 2.35
C -1.19 0.01 -0.77
C -0.15 1.08 1.59
N 0.23 -1.52 0.47
N 0.34 -1.54 -1.83
O 1.90 1.09 2.96
O -0.86 2.70 -0.37
O 1.20 1.36 -0.70
S -0.14 1.47 -0.23
H -1.06 1.34 2.05
H -1.61 0.12 -1.82
H -1.87 -0.03 0.10
H 0.17 -0.66 1.15
H 0.84 -2.36 0.43
H 0.22 -1.00 -2.68
H 1.19 -2.12 -1.97
*
```

Atomic charges from the natural (NBO) analysis, expressed in e, are listed below:
1. C 0.556
2. C 0.807
3. C -0.689
4. C -0.942
5. N -0.764
6. N -0.703
7. O -0.327
8. O -0.848
9. O -0.900
10. S 2.165
11. H 0.308
12. H 0.298
13. H 0.293
14. H 0.440
15. H 0.430
16. H 0.431
17. H 0.443

=====

A gas-phase ion, C4H7N2S (charge +1) at a distorted geometry. Source: the Open Molecules 2025 dataset; level of theory: the ωB97M-V functional and the def2-TZVPD basis.

**Gap between HOMO and LUMO (spin up / spin down)**: 6.005 / 6.570 eV
**HOMO (spin up / spin down)**: -0.5126 / -0.5243 hartree

Structure (ORCA input):
```
! wB97M-V def2-TZVPD RIJCOSX def2/J DEFGRID3
* xyz 1 1
C -0.08 -1.21 -0.66
C -0.56 -0.97 -1.87
C 0.12 0.67 0.65
C 0.94 -0.37 -0.10
N -0.29 1.65 0.01
N 0.05 0.60 2.03
S 0.08 0.27 -2.89
H -0.61 -1.96 -0.07
H -1.44 -1.49 -2.03
H 1.51 -0.74 0.75
H 1.73 0.12 -0.85
H -1.01 2.36 -0.06
H -0.01 -0.27 2.62
H -0.43 1.35 2.45
*
```

Atomic charges from the natural (NBO) analysis, expressed in e, are listed below:
1. C 0.021
2. C -0.397
3. C 0.493
4. C -0.531
5. N -0.633
6. N -0.791
7. S 0.492
8. H 0.248
9. H 0.247
10. H 0.277
11. H 0.303
12. H 0.443
13. H 0.422
14. H 0.407